# 1
123
Properties=species:S:1:pos:R:3:forces:R:3:mulliken_charge:R:1 method="wB97M-V/def2-TZVPD" lumo_ev=0.065
S 0.959792 0.694314 -1.463809 0.243 -1.895 0.681 0.847
F -4.183536 1.229710 -5.196385 0.118 -0.232 0.442 -0.262
F -4.464284 -0.218844 -3.588077 0.178 0.537 -0.168 -0.217
F 0.483999 2.100403 -1.032527 -0.212 0.099 -0.155 -0.226
F -4.517770 1.915074 -3.150159 0.351 -0.424 -0.499 -0.269
F -1.969918 -0.318501 -3.904833 0.095 0.168 0.106 -0.207
F -2.240807 1.160038 -2.287599 0.102 -0.125 -0.293 -0.241
O -2.603382 -4.103338 4.034199 -0.185 0.211 0.122 -0.702
O -5.662739 1.653743 2.318832 -0.002 0.004 -0.019 -0.725
O 3.732581 1.939281 3.274353 -0.135 -0.028 0.113 -0.624
O 0.081347 -0.265451 -0.873277 0.385 0.686 -0.304 -0.489
O -3.112803 -2.917261 -1.062831 -0.065 -0.130 0.001 -0.725
O 4.690472 -1.403739 7.264845 0.125 0.011 -0.169 -0.643
O 5.741466 4.126466 -2.946395 0.062 0.218 -0.103 -0.802
O -1.187865 -5.492298 -6.077811 -0.020 0.024 0.056 -0.668
O 3.003211 -4.156400 -4.186472 0.025 -0.002 0.005 -0.645
O -8.898051 2.513123 1.041461 -0.076 0.004 -0.199 -0.669
O 1.123830 -0.481105 -4.995021 -0.143 -0.316 -0.627 -0.327
O 0.573754 -1.801506 -5.094282 0.287 0.211 0.055 -0.315
O 2.546445 -3.059383 3.875648 -0.196 -0.202 0.092 -0.765
O -1.689397 0.355435 2.707306 0.076 0.012 -0.236 -0.675
O 2.354228 0.603638 -1.148820 -0.327 0.402 0.036 -0.671
O 2.078646 4.586422 -2.345712 -0.116 0.175 -0.070 -0.588
N 6.618835 -1.209365 8.436995 -0.029 0.016 -0.106 -0.424
N 6.647591 -1.950818 6.244833 -0.086 0.151 0.070 -0.353
N -6.207669 1.646484 0.105393 -0.089 0.039 0.064 -0.237
N 6.506422 2.746380 -1.315842 -0.056 0.174 -0.093 -0.363
N -0.638295 -4.553402 2.994729 -0.015 0.011 0.115 -0.337
N 1.660550 -1.206232 2.907147 0.044 -0.104 0.163 -0.021
N -4.060796 1.148402 0.794999 -0.114 0.183 0.112 -0.035
N -10.268811 3.366351 2.619683 -0.018 0.006 -0.084 -0.393
N -11.126949 2.577077 0.616571 0.089 0.044 0.063 -0.391
N -0.987647 0.838819 4.807841 -0.066 -0.053 -0.201 -0.430
N 4.272550 2.744489 -1.899958 0.537 0.061 -0.192 -0.074
N -1.845615 -5.703138 -3.917079 -0.089 0.163 0.057 -0.364
N 2.010717 -4.105029 -6.226543 0.357 0.047 0.040 -0.276
N 5.972443 1.616300 3.241954 -0.028 0.036 -0.040 -0.391
N -0.657599 -3.903903 5.199508 -0.015 -0.057 0.040 -0.362
N 3.269812 -1.016194 4.546719 0.180 -0.042 -0.098 -0.129
N -2.020226 -3.669962 -5.010180 0.178 -0.082 0.161 -0.312
N 5.089665 3.720369 3.638655 -0.011 -0.165 -0.022 -0.409
N -2.201854 -1.574108 0.525863 -0.083 -0.313 -0.191 0.674
N 3.007966 -6.041809 -5.447673 0.051 0.094 -0.018 -0.423
N 3.762459 6.101443 -2.265316 -0.413 0.115 0.022 -0.316
N 0.740192 0.727898 -3.087138 -0.191 0.879 0.526 0.837
N -3.566951 -3.299478 1.137060 -0.111 -0.106 0.099 -0.234
N -2.452219 -0.908493 4.429861 0.251 0.363 -0.271 -0.271
N 1.724065 6.545670 -1.272580 -0.089 -0.034 -0.034 -0.423
C -2.381677 0.953324 -3.627189 0.023 -0.127 -0.024 1.204
C -5.337477 1.495650 1.151054 0.106 -0.056 -0.174 0.649
C -3.913943 0.959962 -3.904543 -0.618 0.010 0.367 0.401
C 5.904900 -1.512344 7.310146 0.089 -0.094 0.067 0.704
C 0.831155 2.104004 -3.654686 -0.198 -0.215 0.119 -0.858
C 2.691426 -4.725176 -5.222161 -0.125 -0.021 -0.081 0.686
C 1.649019 -0.232301 -3.729985 -0.342 -0.331 0.076 -1.109
C -10.024846 2.800126 1.399583 -0.069 0.003 0.120 0.595
C -0.509920 2.803621 -3.833348 0.100 -0.375 -0.184 -0.887
C 2.504841 5.684514 -1.989346 0.145 0.102 0.138 0.544
C 4.858400 2.397600 3.379543 0.092 0.055 -0.009 0.634
C -1.652879 -4.994569 -5.063535 0.035 0.136 -0.168 0.672
C -1.710886 0.110042 3.905269 -0.138 -0.199 0.692 0.645
C 2.493881 -1.835073 3.786398 -0.050 0.256 -0.225 0.585
C -1.642703 1.985641 -4.460873 -0.157 0.534 0.262 -1.309
C -2.975326 -2.612604 0.121329 0.279 0.211 -0.194 0.513
C -1.381085 -4.183693 4.079302 0.401 -0.024 -0.310 0.696
C 5.511421 3.261356 -2.108440 -0.255 -0.602 0.363 0.514
H 0.793208 6.248455 -1.050624 -0.026 -0.012 0.005 0.219
H -2.414892 -3.230604 -4.195616 -0.080 -0.069 0.008 0.158
H -1.327013 1.529465 -5.391415 0.081 -0.301 -0.113 0.273
H -5.924807 1.511696 -0.846203 0.071 -0.032 0.007 0.111
H 0.346670 -3.956648 5.224601 0.029 0.105 -0.083 0.178
H -1.726260 -1.030092 -0.168975 0.089 -0.015 -0.038 -0.197
H 6.156679 -2.203536 5.408093 -0.021 -0.085 -0.015 0.199
H -1.159705 -3.621432 6.018225 -0.019 -0.047 0.021 0.199
H -3.429527 -3.066002 2.106010 0.041 -0.262 -0.022 -0.009
H -0.326523 3.594757 -4.554565 0.100 0.276 -0.002 0.500
H -7.165341 1.899357 0.300297 0.080 0.007 0.148 0.289
H 0.365413 -4.613215 3.015103 0.029 0.115 0.041 0.169
H -1.887975 -3.141990 -5.851468 -0.064 0.039 -0.040 0.153
H -10.973981 2.159419 -0.280634 0.023 -0.027 -0.032 0.211
H 2.038020 7.443478 -0.960278 0.034 0.021 -0.011 0.151
H -2.085649 -1.326274 1.489629 0.033 0.323 0.089 -0.078
H -3.775199 1.006877 -0.155119 -0.032 -0.069 -0.014 0.083
H -2.483299 -1.124464 5.406870 -0.012 -0.034 -0.009 0.149
H 2.650243 0.174205 -3.836646 0.158 0.207 -0.120 0.386
H 1.747433 -4.559311 -7.078822 -0.132 -0.096 0.057 0.161
H 4.289494 4.313737 3.740654 -0.061 0.023 -0.007 0.223
H -2.237730 -5.292301 -3.088613 0.025 -0.010 0.048 0.182
H -11.182919 3.611685 2.945242 -0.036 -0.010 -0.007 0.163
H 1.700495 -1.145628 -3.147153 0.056 -0.194 0.067 0.671
H -0.828439 3.304425 -2.928001 -0.132 -0.104 0.291 0.306
H -0.430474 1.589125 4.448165 0.029 0.054 -0.014 0.228
H 1.744591 -3.149155 -6.068856 -0.119 -0.084 0.026 0.186
H 3.503639 -6.523813 -4.724115 0.010 -0.005 0.053 0.220
H 1.303219 2.023349 -4.625697 0.175 -0.223 -0.141 0.780
H -2.391777 2.723520 -4.735949 -0.148 0.089 -0.119 0.536
H 5.825894 0.643039 3.050047 -0.042 -0.050 0.013 0.232
H -9.475158 3.529966 3.210070 0.053 -0.031 0.006 0.225
H -3.003546 -1.452430 3.794217 -0.103 -0.114 0.133 0.117
H 6.907764 1.964580 3.322080 0.018 0.034 0.026 0.161
H 1.462388 2.690604 -3.000623 0.119 0.374 -0.316 0.166
H 7.614057 -1.295696 8.502871 0.026 -0.027 -0.012 0.154
H 6.101800 -0.891387 9.233840 -0.038 0.005 0.027 0.218
H -1.129774 -4.769099 2.147737 -0.062 0.035 -0.038 0.220
H 6.348012 2.035932 -0.628116 -0.063 -0.046 -0.017 0.167
H 2.753115 -6.534840 -6.280710 -0.083 0.001 -0.013 0.159
H -1.583664 -6.669140 -3.928103 0.014 -0.034 0.026 0.195
H 4.378069 5.453985 -2.727294 0.430 -0.267 -0.176 0.206
H -4.136057 -4.091514 0.911589 -0.048 -0.009 -0.042 0.205
H 3.247821 -0.012914 4.469737 -0.004 0.004 -0.136 0.102
H -0.986036 0.654677 5.791790 -0.007 -0.035 0.017 0.138
H -0.158554 -1.848097 -4.460541 -0.177 0.271 0.062 0.297
H 1.080739 -1.779590 2.324159 -0.065 0.006 -0.061 0.069
H 3.894278 -1.441700 5.210909 -0.258 0.073 0.316 0.082
H 1.619957 -0.208508 2.808144 0.039 0.020 -0.019 0.066
H 7.431742 3.103673 -1.450090 0.050 0.015 -0.036 0.227
H 4.127442 6.982885 -1.962431 -0.055 0.053 0.069 0.163
H 7.643307 -2.052517 6.271129 0.024 -0.027 0.033 0.175
H -3.386421 1.020822 1.530649 0.079 -0.080 -0.003 0.033
H -12.060612 2.804464 0.896874 -0.016 0.008 0.034 0.163
H 6.005231 4.116139 3.725844 0.034 -0.012 -0.013 0.150
H 3.520572 3.104720 -2.464494 -0.081 0.197 0.182 0.139
H 4.067876 2.035206 -1.220074 -0.031 -0.043 -0.018 0.159

# 2
94
Properties=species:S:1:pos:R:3:forces:R:3:mulliken_charge:R:1 method="wB97M-V/def2-TZVPD" de_lowest_kcal_mol=63.1 lumo_ev=0.703
Y 0.430088 0.417369 1.077654 0.974 -0.277 0.738 1.895
P -1.205169 0.559325 -2.311811 -0.393 0.487 -1.076 -1.275
P 4.143712 -0.212809 -0.056103 0.131 -0.134 -0.287 -1.193
P -2.900619 -0.023838 2.384670 -0.119 -0.065 -0.742 -0.726
O 2.719052 0.204537 0.022837 0.194 0.366 0.078 0.134
O 0.691476 2.580163 1.082568 -0.204 -0.540 -0.466 -0.819
O -1.833567 0.563795 1.496907 -1.368 -0.237 0.799 -0.479
O -0.661724 0.430421 -0.943299 -0.723 0.271 -0.277 1.243
O 0.796710 0.156126 3.209658 -0.162 0.059 -0.865 -0.783
O 0.658034 -1.761297 0.567001 -0.358 0.489 0.020 -0.830
N -1.539133 2.148335 -2.737132 0.039 0.023 -0.681 0.237
N -4.391657 -0.010779 1.599943 0.493 -1.143 -1.270 0.713
N -3.164731 0.893553 3.709876 -0.303 0.716 1.420 0.664
N 5.103537 0.906080 -0.881002 -0.686 0.636 0.337 0.331
N 4.385671 -1.640489 -0.887118 0.572 0.679 -0.390 0.526
N -0.117316 0.048865 -3.457724 0.004 0.835 -0.681 0.404
N -2.625749 -0.315679 -2.564619 -0.059 -1.258 0.420 0.664
N 4.820190 -0.427564 1.425067 1.106 -0.225 0.332 0.565
N -2.616545 -1.577406 2.893047 -1.195 -0.169 -0.058 0.431
C -3.045299 -1.414186 -1.644210 2.349 0.295 -0.633 -0.840
C 0.038934 -1.385413 -3.637846 -0.273 0.270 -1.126 -0.975
C 6.275371 -0.301294 1.613548 -0.165 -0.024 -1.426 -0.995
C -2.970538 2.356635 3.618402 1.501 -1.344 -0.608 -0.946
C 1.025467 0.959714 -3.768247 -1.189 -0.116 0.869 -1.151
C 4.032246 -0.568747 2.648183 -0.181 0.936 -0.296 -1.088
C 4.382398 2.101678 -1.359650 0.859 -0.645 -0.255 -1.004
C -3.166308 -0.447874 -3.934284 -0.054 1.897 0.573 -1.012
C 6.211944 0.497895 -1.736833 -1.213 0.211 -0.576 -0.963
C -5.624977 -0.436636 2.266991 0.748 1.366 1.008 -1.137
C -3.888323 0.460140 4.900371 1.147 -0.426 0.840 -1.217
C 4.771803 -2.849246 -0.177747 -1.281 -0.749 0.391 -0.955
C -3.072320 -2.721235 2.099791 -0.048 -0.072 0.039 -1.000
C -2.032955 2.568688 -4.069965 0.509 -0.177 1.041 -1.324
C -1.930344 3.111637 -1.700993 1.232 -0.553 0.241 -0.884
C -4.680214 0.968579 0.561578 0.069 0.098 -0.618 -1.126
C 3.677406 -1.819429 -2.166873 -1.018 -1.731 1.106 -0.961
C -1.428182 -1.853163 3.678124 0.716 0.356 0.689 -1.007
H -5.024178 0.493907 -0.363088 -0.136 -0.209 0.068 0.252
H 4.175851 1.877031 -2.414839 -0.566 0.520 -0.001 0.314
H 3.496587 2.271171 -0.755689 -0.139 0.029 -0.250 0.292
H -5.859935 0.460492 2.857835 -0.883 -0.298 0.165 0.352
H -2.644060 2.716248 4.592219 -0.641 0.276 0.133 0.393
H -1.475796 -2.754552 4.296157 -0.663 -0.112 -0.204 0.410
H -0.539531 -1.947686 3.052369 -0.027 0.128 -0.092 0.193
H -3.845394 -0.623454 5.011820 -0.238 -0.043 -0.326 0.340
H 6.533014 -0.320288 2.665992 0.036 -0.199 -0.012 0.404
H -2.711675 -1.109812 -0.653655 -0.681 -0.107 0.261 -0.084
H -2.065660 2.454952 3.011958 -0.234 0.448 -0.267 0.141
H 1.286956 3.252187 1.395118 0.132 0.180 0.122 0.006
H 0.897416 -2.553119 1.040989 0.060 -0.150 0.141 -0.058
H -3.320277 0.813003 5.768883 0.026 0.126 0.024 0.433
H 2.647884 -2.143945 -1.963840 -0.264 0.500 0.247 0.312
H -3.807309 2.856289 3.133535 -0.113 0.281 0.393 0.208
H 5.829991 0.307641 -2.755156 -0.142 -0.991 0.178 0.310
H -3.089140 2.841072 -4.004297 -0.159 -0.327 -0.203 0.368
H -6.446720 -0.646358 1.586503 0.217 -0.124 -0.235 0.370
H 1.310327 0.030547 3.997225 0.133 0.025 0.244 0.043
H -2.824308 2.731724 -1.205778 -0.046 0.584 0.294 0.183
H 1.612382 0.752400 -4.661395 -0.114 -0.805 0.101 0.374
H -3.835941 1.578759 0.244503 0.316 -0.244 0.461 0.214
H -0.463899 -1.941381 -2.848945 0.221 -0.143 -0.024 0.218
H 3.036631 -0.923911 2.389915 -0.061 0.071 0.268 0.195
H -2.223051 -3.392466 1.965102 0.099 0.253 -0.648 0.398
H -3.697565 0.502980 -4.034882 -0.289 -0.232 -0.804 0.273
H 4.054192 -3.073836 0.620057 0.165 0.200 0.275 0.281
H 0.579243 1.931136 -3.973384 0.258 0.174 0.338 0.285
H 1.081341 -1.684596 -3.738846 0.081 0.107 0.490 0.346
H 6.890945 1.298277 -2.046437 0.349 0.204 1.289 0.311
H -1.067472 3.236754 -1.040164 -0.427 -0.337 0.601 0.149
H -2.036828 4.111608 -2.119181 -0.501 -0.177 -0.317 0.483
H -2.398998 -0.474489 -4.708731 0.028 -0.319 0.051 0.299
H 1.602236 0.970784 -2.842580 0.679 0.439 -0.333 0.349
H -3.900667 -1.237259 -4.060390 0.261 -0.291 0.296 0.389
H -1.840369 1.787048 -4.798243 -0.095 0.143 -0.193 0.469
H -0.403479 -1.598389 -4.621019 -0.093 -0.592 0.217 0.331
H -2.406549 -2.271497 -1.887951 -0.294 -0.371 0.151 0.392
H 4.636486 -3.736116 -0.800951 0.362 0.260 -0.424 0.391
H -4.905060 0.808600 5.092944 -0.172 0.141 -0.753 0.314
H -3.522569 -2.358163 1.177686 0.300 -0.302 -0.214 0.304
H 4.042832 -2.754848 -2.594716 0.647 0.525 -0.667 0.375
H 5.773147 -2.866562 0.247869 0.093 0.286 -0.180 0.263
H 3.979499 0.435636 3.081206 -0.488 -0.148 0.269 0.415
H 6.715460 0.578256 1.133722 -0.489 0.524 0.420 0.293
H 6.637603 -0.358112 -1.227239 0.673 -0.066 -0.722 0.323
H -1.512453 3.493125 -4.327696 0.153 -0.091 -0.274 0.393
H -4.074053 -1.728271 -1.784222 -0.221 0.528 0.263 0.453
H -3.820375 -3.369666 2.572503 -0.146 0.444 0.476 0.268
H 4.487236 -1.202250 3.410594 0.186 -0.356 -0.396 0.403
H 6.779451 -1.070616 1.017778 0.152 -0.540 0.672 0.254
H -5.494940 -1.241520 2.988157 0.220 -0.211 -0.280 0.259
H 5.036849 2.975618 -1.327635 0.008 -0.004 0.100 0.305
H -5.469439 1.664191 0.863971 -0.024 -0.020 0.259 0.380
H -1.251158 -1.033538 4.374175 0.130 0.091 -0.170 0.302
H 3.586907 -0.981152 -2.850629 0.700 0.216 0.119 0.248

Total energy, respectively: -4290.66801 -2726.94289 Eh.
HOMO, respectively: -8.511 -7.557 eV.
Maximum force, respectively: 2.03 2.45 eV Å⁻¹.